Computed, not measured: a 4-piece molecular cluster, C12H33NO7 overall in a non-equilibrium geometry, with ωB97M-V/def2-TZVPD.

Calculated values
**E_tot**: -28788.8645 eV
**HOMO-LUMO gap**: 7.07 eV
**HOMO energy**: -6.489 eV
**F_max**: 8.4 eV/Å
**E_LUMO**: 0.58 eV

Structure (XYZ):
```
53
Properties=species:S:1:pos:R:3:forces:R:3:mulliken_charge:R:1
N 39.832000 56.091000 48.419000 -4.1 -0.3 -4.6 0.06
H 40.046000 56.929000 47.977000 1.2 2.2 -0.1 0.04
H 40.157000 55.645000 49.135000 3.8 -2.2 7.2 0.33
H 40.006000 55.324000 47.813000 -0.1 -0.9 -1.8 0.26
H 38.852000 55.982000 48.622000 -1.0 0.4 -0.2 0.14
O 39.527000 53.524000 49.732000 -1.8 -0.8 2.0 -1.00
H 38.988000 53.022000 50.496000 1.9 1.9 -2.7 0.13
C 36.165000 54.542000 48.338000 3.3 -0.2 0.3 -0.80
O 36.591000 55.136000 47.060000 1.4 -0.8 0.8 -0.33
C 37.549000 54.269000 46.379000 -6.6 -1.2 -2.9 -0.83
C 38.177000 54.858000 45.148000 -2.8 -5.2 1.5 -0.79
O 39.019000 55.750000 45.457000 5.7 5.4 1.1 0.14
C 39.584000 56.471000 44.380000 -1.2 3.9 -0.2 -0.81
C 40.927000 56.912000 44.885000 3.8 2.0 1.1 -0.71
O 41.101000 57.958000 45.968000 -2.8 -0.3 0.4 -0.30
C 42.390000 58.236000 46.411000 2.7 -2.0 0.9 -0.22
H 35.367000 53.858000 48.229000 -1.5 -0.1 -0.3 0.39
H 36.091000 55.341000 49.077000 -0.8 0.0 -0.3 0.29
H 36.973000 53.877000 48.825000 -0.5 1.0 -1.0 0.27
H 36.845000 53.303000 46.053000 1.7 2.2 0.1 0.29
H 38.162000 53.777000 46.967000 3.5 -1.6 3.6 0.61
H 37.419000 55.271000 44.652000 -3.5 1.3 -2.9 0.47
H 38.680000 54.088000 44.624000 0.0 -1.5 -1.0 0.41
H 38.848000 57.413000 44.098000 1.7 -1.7 1.2 0.29
H 39.686000 56.151000 43.292000 0.0 -1.3 1.7 0.41
H 41.606000 57.366000 44.178000 -0.5 0.1 -1.4 0.53
H 41.637000 56.163000 45.259000 -1.0 -1.0 0.0 0.42
H 43.030000 58.550000 45.527000 -0.5 0.2 1.1 0.38
H 42.977000 57.134000 46.742000 -1.7 3.1 -0.7 -0.16
H 42.462000 59.007000 47.369000 -0.6 -2.2 -2.7 0.17
C 37.132000 58.497000 47.712000 2.3 0.5 -2.1 -0.47
O 37.922000 58.456000 48.901000 -0.4 0.7 0.0 -0.36
C 38.783000 59.616000 48.888000 -4.9 0.9 2.5 -0.77
C 39.712000 59.683000 50.015000 -1.4 2.2 2.7 -0.49
O 40.533000 58.662000 50.056000 4.4 -4.8 0.3 -0.06
C 41.478000 58.581000 51.172000 0.4 -0.8 -0.9 -0.51
C 42.315000 57.209000 50.963000 -1.0 3.7 -2.3 -0.96
O 42.658000 57.118000 49.542000 -1.2 -0.1 1.3 -0.04
C 43.577000 56.125000 49.204000 1.5 -2.2 -0.2 -0.71
H 36.345000 57.808000 47.699000 -1.0 -1.3 0.7 0.22
H 37.874000 58.038000 46.825000 -2.0 1.9 1.6 0.07
H 36.613000 59.528000 47.532000 1.5 -1.5 0.0 0.29
H 38.073000 60.536000 48.796000 1.3 -1.1 0.7 0.35
H 39.264000 59.605000 48.040000 3.0 -0.1 -4.8 0.54
H 39.146000 59.490000 50.981000 -0.1 1.9 -0.6 0.33
H 40.394000 60.564000 49.896000 -1.3 0.5 0.6 0.24
H 40.876000 58.675000 52.226000 1.8 -0.2 -2.5 0.30
H 42.411000 59.248000 51.022000 -2.2 0.3 0.4 0.28
H 41.813000 56.467000 51.457000 -1.1 -2.8 0.4 0.43
H 43.212000 57.461000 51.408000 2.0 -0.1 1.5 0.58
H 43.603000 56.106000 48.032000 0.4 0.0 2.5 0.12
H 43.290000 55.059000 49.553000 -0.1 1.6 -0.6 0.31
H 44.643000 56.238000 49.709000 -1.8 0.3 -1.2 0.24
```
Forces are in eV/Å.

=====

Computed, not measured: an isolated ion of composition C5H10FN2 and charge +1 in a non-equilibrium geometry, with ωB97M-V/def2-TZVPD.

Calculated values
**Net charge**: +1
**E_tot**: -11036.8000 eV
**HOMO-LUMO gap**: 9.18 eV
**Structure (SMILES)**: C/N=C/C/[N+](C)=C/F
**HOMO energy**: -13.738 eV
**F_max**: 1.3 eV/Å
**E_LUMO**: -4.56 eV

Structure (XYZ):
```
18
Properties=species:S:1:pos:R:3:forces:R:3:mulliken_charge:R:1
C 2.535962 -1.304088 -0.424053 0.6 0.0 -0.4 -0.69
N 1.342479 -0.991590 0.272393 -1.0 -0.3 0.7 -0.28
C 0.793665 0.128827 0.251615 -0.1 0.3 -0.1 0.02
C -0.463122 0.333055 1.094838 1.2 0.0 0.5 -0.92
N -1.662064 0.097297 0.316368 -0.8 -0.9 0.0 0.20
C -2.039473 1.136014 -0.609807 -0.5 0.8 -0.8 -0.85
C -2.322432 -0.993339 0.431816 0.1 0.2 -0.2 0.29
F -3.366478 -1.215035 -0.304261 0.3 0.2 0.2 -0.15
H 2.960608 -0.463725 -0.985949 0.0 -0.1 0.0 0.33
H 3.253278 -1.673025 0.310992 0.1 0.0 -0.1 0.26
H 2.319571 -2.135487 -1.096788 0.1 0.0 0.0 0.27
H 1.151067 1.001426 -0.305571 0.2 -0.1 -0.1 0.39
H -0.421646 -0.362739 1.933723 -0.1 0.1 -0.1 0.39
H -0.482162 1.360984 1.462866 -0.3 -0.1 0.0 0.35
H -2.475116 1.974110 -0.060947 0.1 -0.1 0.1 0.35
H -2.768817 0.777702 -1.335120 0.1 0.0 0.1 0.36
H -1.153443 1.497844 -1.132366 0.0 -0.2 0.1 0.33
H -2.056243 -1.789569 1.120463 0.1 0.1 0.0 0.35
```
Forces are in eV/Å.

=====

Computed, not measured: a 2-piece molecular cluster, C5H12O overall, with ωB97M-V/def2-TZVPD.

Calculated values
**E_tot**: -7422.5364 eV
**HOMO-LUMO gap**: 8.23 eV
**HOMO energy**: -8.694 eV
**F_max**: 0.7 eV/Å
**E_LUMO**: -0.47 eV

Structure (XYZ):
```
18
Properties=species:S:1:pos:R:3:forces:R:3:mulliken_charge:R:1
C -1.132742 -1.740131 0.546681 -0.4 -0.4 0.2 -1.16
C -0.956312 0.626879 0.364917 0.1 0.3 0.0 -1.11
C 0.159548 1.097419 -0.351196 -0.3 0.4 0.4 0.69
C 1.343907 1.536376 0.495177 0.1 0.0 0.1 -1.38
C 0.646236 -0.297256 -1.249977 0.3 -0.3 -0.5 -0.77
O 1.180751 -1.191430 -0.482100 0.0 -0.2 -0.2 -0.69
H -0.846469 -2.790531 0.397351 0.0 0.0 0.0 0.38
H -2.030253 -1.607458 -0.057558 0.2 0.1 -0.1 0.30
H -1.405944 -1.625473 1.590875 0.1 0.0 0.1 0.31
H -1.950574 0.677381 -0.063196 0.1 -0.1 0.0 0.40
H -0.900060 0.487588 1.435610 0.0 0.0 -0.1 0.37
H -0.100876 1.762972 -1.180275 0.0 -0.2 0.1 0.36
H 1.541575 0.773161 1.253793 0.0 0.1 -0.1 0.33
H 2.263830 1.659274 -0.087694 -0.2 0.0 0.0 0.35
H 1.127072 2.485616 0.998903 0.1 -0.2 -0.1 0.38
H 1.352483 0.195669 -1.923457 0.0 0.1 0.0 0.46
H -0.303130 -0.576993 -1.757491 0.3 0.0 -0.1 0.37
H 0.014586 -1.431932 0.194250 -0.2 0.4 0.2 0.40
```
Forces are in eV/Å.

=====

Computed, not measured: C12H26CeClINP2S as an isolated structure in a non-equilibrium geometry, with ωB97M-V/def2-TZVPD.

Calculated values
**Net charge**: +2
**E_tot**: -77304.1191 eV
**HOMO-LUMO gap (alpha / beta)**: 8.00 / 4.75 eV
**HOMO energy (alpha / beta)**: -14.840 / -14.702 eV
**F_max**: 4.6 eV/Å
**Multiplicity**: 2
**E_LUMO (alpha / beta)**: -6.84 / -9.95 eV

Structure (XYZ):
```
45
Properties=species:S:1:pos:R:3:forces:R:3:lowdin_spin:R:1
C -2.220927 0.294665 -1.791773 0.1 0.1 -0.5 -0.04
I 2.509078 0.205501 0.066866 0.9 0.0 0.4 -0.02
H -2.097503 0.388462 -2.873550 -0.3 0.0 0.1 0.00
H -2.713684 1.147607 -1.354596 -0.6 0.3 0.2 0.00
H -2.696711 -0.631862 -1.513019 -0.5 -0.3 0.1 0.00
Ce -0.143066 0.247242 -0.944163 -0.5 -0.1 0.1 0.38
P 0.033512 2.716944 -1.169586 0.9 4.2 -0.6 0.24
C -0.328290 3.471881 0.403944 -0.5 -0.2 0.8 0.04
C 1.695213 3.204373 -1.620404 0.7 -0.4 -0.1 0.03
H 1.630185 4.232209 -1.970690 0.1 0.2 -0.1 0.01
H -0.795920 4.469593 -2.482232 0.0 0.1 0.0 0.01
H 2.099032 2.550969 -2.409503 -0.2 0.3 0.2 0.00
H -0.894189 2.916492 -3.371325 0.0 0.2 0.3 0.00
H 0.363587 3.093527 1.168612 -0.2 0.2 -0.2 0.00
H 2.349082 3.125587 -0.744333 -0.2 0.1 -0.2 0.00
C -1.045619 3.411388 -2.399277 -0.9 -0.3 -0.6 0.04
H -0.208961 4.548596 0.288185 0.1 0.2 0.0 0.01
H -2.101126 3.299684 -2.115966 0.3 0.1 -0.1 0.00
H -1.355664 3.241489 0.726110 0.4 0.2 -0.1 0.00
P -0.036958 -2.226012 -1.151511 0.8 -3.8 -0.6 0.19
C -0.417522 -2.956774 0.428098 -0.4 0.1 0.8 0.03
C -1.131945 -2.911512 -2.369721 -0.8 0.1 -0.7 0.03
H 2.040046 -2.117892 -2.380590 -0.2 -0.3 0.2 0.00
H 1.520938 -3.785506 -1.945951 0.1 -0.2 -0.1 0.01
H 2.263911 -2.700761 -0.714579 -0.2 -0.1 -0.2 0.00
C 1.612756 -2.760422 -1.593972 0.7 0.2 -0.1 0.03
H -1.003428 -2.405122 -3.340040 0.0 -0.2 0.4 0.00
H -0.876365 -3.966986 -2.470793 -0.1 -0.1 -0.1 0.01
H -0.329534 -4.037940 0.323709 0.0 -0.1 0.1 0.01
H -1.440278 -2.696505 0.749616 0.3 -0.2 -0.3 0.00
H -2.181886 -2.812096 -2.064568 0.3 -0.1 -0.1 0.00
H 0.284524 -2.593673 1.191038 -0.1 -0.2 -0.3 0.00
Cl 0.591015 0.236358 -3.413297 0.1 0.0 0.2 0.01
S -1.473622 0.409867 1.456615 -0.3 -0.3 0.2 0.00
C -0.338361 -0.195754 2.619198 -3.0 -2.1 0.0 0.00
N -0.700686 -1.413407 3.252461 3.6 2.8 0.5 0.00
C 0.153203 -1.887777 4.226076 -2.2 -1.1 -0.7 0.00
C 1.265238 -1.219351 4.570072 1.8 0.0 1.3 0.00
C 1.594110 -0.015243 3.952494 1.0 0.0 0.9 0.00
C 0.775640 0.482723 2.994903 0.8 1.7 -0.5 0.00
H -1.533846 -1.886078 2.995533 -0.8 -0.3 -0.2 0.00
H -0.154062 -2.826955 4.690533 0.2 0.3 -0.1 0.00
H 1.926780 -1.623725 5.361967 -0.6 0.2 -0.6 0.00
H 2.501132 0.530997 4.246346 -0.5 -0.3 -0.1 0.00
H 1.011175 1.445195 2.493060 -0.3 -1.0 0.5 0.00
```
Forces are in eV/Å.